# 1
Entry from the OMol25 dataset: a structure of composition C15H12ClIN2O5STi (the ωB97M-V functional and the def2-TZVPD basis).

Geometry as XYZ:
```
38
Properties=species:S:1:pos:R:3:lowdin_spin:R:1
Ti 0.757 0.883 -0.504 0.0206
O -0.612 1.902 -1.817 0.0085
Cl -0.054 1.196 -3.030 0.0013
O -0.088 1.999 -4.164 0.0003
O 1.362 0.989 -2.526 0.0006
O -0.679 -0.065 -3.144 0.0002
S -2.526 -2.053 0.255 0.0004
C -3.238 -0.500 0.592 0.0000
C -4.560 -0.203 0.907 0.0001
C -4.888 1.123 1.102 0.0000
C -3.924 2.131 0.993 0.0001
C -2.610 1.839 0.689 0.0000
C -2.273 0.503 0.486 0.0000
N -1.011 0.003 0.182 -0.0005
C -1.009 -1.308 0.033 0.0004
C 0.224 -1.967 -0.386 0.0005
C 0.362 -3.346 -0.494 -0.0001
C 1.562 -3.870 -0.950 0.0005
C 2.600 -3.026 -1.321 -0.0001
C 2.451 -1.644 -1.242 0.0001
C 1.270 -1.113 -0.758 -0.0008
H -5.306 -0.982 0.987 0.0000
H -5.908 1.389 1.341 0.0000
H -4.214 3.161 1.147 0.0000
H -1.873 2.627 0.607 0.0000
H -0.449 -4.016 -0.233 0.0000
H 1.681 -4.942 -1.030 0.0000
H 3.527 -3.443 -1.690 0.0000
H 3.256 -1.002 -1.582 0.0001
N 2.594 1.320 3.113 0.0986
C 2.613 1.166 1.791 0.1215
O 1.494 0.779 1.249 0.0133
C 3.736 1.450 1.003 0.3821
I 2.117 3.386 -0.344 0.3341
H 1.728 1.214 3.615 0.0036
H 3.424 1.566 3.623 0.0022
H 3.856 0.945 0.059 0.0050
H 4.608 1.910 1.442 0.0077
```

## Properties
- E_LUMO (spin up / spin down) (hartree) = -0.171 / -0.192
- E_tot (a.u.) = -3069.6435
- spin multiplicity = 2
- HOMO-LUMO gap (spin up / spin down) (eV) = 6.7 / 6.8
- ⟨S²⟩ = 0.757
- HOMO (spin up / spin down) (eV) = -11.361 / -11.984
- molar mass (g mol⁻¹) = 542.561
- charge = +1


# 2
Entry from the OMol25 dataset: a structure of composition C36H62BiN10O3PSi (the ωB97M-V functional and the def2-TZVPD basis).

Geometry as XYZ:
```
114
Properties=species:S:1:pos:R:3:lowdin_charge:R:1
Bi -0.657 0.811 -0.250 1.7371
C -3.970 1.145 -2.130 -0.1893
C -2.725 0.760 -2.947 -0.1922
N -1.530 1.545 -2.562 -0.1420
C -1.725 2.997 -2.812 -0.1545
C -1.229 3.911 -1.686 -0.1700
N -1.295 3.298 -0.354 -0.1904
C -2.574 3.459 0.366 -0.2097
C -3.784 2.917 -0.382 -0.1993
N -3.660 1.507 -0.748 -0.0880
H -4.646 0.290 -2.149 0.1242
H -4.511 1.959 -2.620 0.1138
H -2.946 0.896 -4.011 0.1333
H -2.479 -0.285 -2.776 0.0659
H -0.763 1.244 -3.157 0.0699
H -2.783 3.164 -2.990 0.0994
H -1.210 3.285 -3.730 0.1269
H -1.794 4.850 -1.722 0.1351
H -0.188 4.157 -1.868 0.0836
H -0.575 3.715 0.223 0.0921
H -2.755 4.517 0.587 0.1279
H -2.470 2.941 1.324 0.1068
H -3.949 3.512 -1.281 0.1095
H -4.659 3.094 0.249 0.1298
H -4.167 0.925 -0.100 0.1036
N 0.783 2.026 1.805 -0.0064
C 0.539 1.342 3.094 -0.2879
C 1.816 1.407 3.955 -0.1362
C 1.847 0.703 5.313 -0.1539
C 0.803 1.186 6.329 -0.1409
N -0.435 0.415 6.184 0.0823
C -0.769 -0.616 6.952 -0.4388
N -0.500 -0.625 8.262 0.2118
N -1.399 -1.643 6.383 0.2195
C 0.068 -0.105 2.834 -0.6262
O 0.340 -0.605 1.708 -0.1689
O -0.563 -0.670 3.748 -0.0279
H 1.627 1.601 1.412 0.0310
H 1.048 2.991 1.986 0.0992
H -0.283 1.854 3.602 0.1456
H 2.045 2.467 4.105 0.1248
H 2.630 1.001 3.348 0.1075
H 2.839 0.864 5.739 0.1217
H 1.743 -0.378 5.187 0.1221
H 0.576 2.242 6.179 0.1266
H 1.180 1.081 7.344 0.1127
H -0.674 0.233 5.199 0.0884
H -0.303 0.238 8.738 0.1266
H -0.719 -1.425 8.830 0.1292
H -1.355 -1.732 5.376 0.1006
H -1.838 -2.362 6.931 0.1298
C 1.952 4.612 -4.302 -0.0619
C 1.722 3.348 -4.826 -0.0654
C 1.701 2.240 -3.988 -0.0980
C 1.889 2.371 -2.607 -0.2962
C 2.115 3.656 -2.103 -0.1501
C 2.157 4.764 -2.937 -0.0771
Si 1.827 0.844 -1.515 0.6708
C 2.043 -0.675 -2.589 -0.2964
C 3.306 -1.278 -2.638 -0.0883
C 3.552 -2.358 -3.474 -0.0648
C 2.539 -2.857 -4.281 -0.0690
C 1.283 -2.265 -4.256 -0.0758
C 1.043 -1.186 -3.419 -0.1355
C 3.190 0.842 -0.224 -0.3220
C 4.150 1.851 -0.103 -0.0845
C 5.174 1.758 0.831 -0.0635
C 5.267 0.645 1.654 -0.0704
C 4.333 -0.377 1.538 -0.0754
C 3.302 -0.275 0.616 -0.1252
H 1.987 5.474 -4.956 0.1134
H 1.582 3.220 -5.892 0.1132
H 1.570 1.256 -4.424 0.0964
H 2.259 3.805 -1.037 0.0986
H 2.352 5.746 -2.525 0.1140
H 4.111 -0.902 -2.018 0.1049
H 4.537 -2.807 -3.499 0.1131
H 2.730 -3.697 -4.936 0.1123
H 0.495 -2.644 -4.895 0.1061
H 0.052 -0.749 -3.401 0.0678
H 4.131 2.705 -0.767 0.0899
H 5.914 2.545 0.898 0.1115
H 6.075 0.566 2.369 0.1113
H 4.414 -1.260 2.160 0.1127
H 2.584 -1.080 0.542 0.0774
C -3.060 -1.926 1.031 -0.0973
N -2.051 -2.879 0.593 -0.2943
C -1.489 -3.705 1.649 -0.0751
P -1.426 -2.725 -0.913 0.5376
O -1.108 -1.278 -1.238 -0.5133
N -0.118 -3.690 -1.034 -0.2858
C 1.122 -3.327 -0.357 -0.0795
C -0.078 -4.966 -1.729 -0.0653
N -2.585 -3.244 -1.960 -0.2976
C -2.452 -2.990 -3.389 -0.0923
C -3.541 -4.295 -1.634 -0.0827
H -3.855 -2.451 1.567 0.0934
H -3.505 -1.434 0.166 0.0663
H -2.630 -1.177 1.703 0.0703
H -2.294 -4.227 2.173 0.0905
H -0.936 -3.091 2.366 0.0743
H -0.819 -4.452 1.229 0.0755
H 0.966 -2.436 0.249 0.0501
H 1.913 -3.139 -1.086 0.0796
H 1.440 -4.137 0.305 0.0978
H -0.984 -5.123 -2.307 0.0629
H 0.031 -5.795 -1.023 0.0931
H 0.773 -4.981 -2.414 0.0891
H -1.695 -2.231 -3.569 0.0513
H -3.405 -2.645 -3.799 0.0939
H -2.163 -3.898 -3.929 0.0907
H -3.577 -4.451 -0.559 0.0788
H -3.279 -5.241 -2.118 0.0863
H -4.536 -4.005 -1.979 0.0920
```

## Properties
- E_LUMO (hartree) = -0.141
- energy above the lowest of the compared OMol25 structures with the same formula, charge and spin (eV) = 0.0000
- E_tot (a.u.) = -3027.4596
- spin multiplicity = 1
- HOMO-LUMO gap (eV) = 8.3
- HOMO (eV) = -12.176
- molar mass (g mol⁻¹) = 950.999
- charge = +2